Record 1
Density functional theory data (wB97M-V/def2-TZVPD) for C30H21N3O2PtS as an isolated structure.

Last column: Mulliken charge in e.
Cartesian coordinates (Å):
Pt 0.372 0.258 -1.380  0.73
C 0.787 3.730 -2.155  -0.96
O 0.506 2.765 -1.166  -0.23
C -0.189 3.108 -0.026  0.65
C -0.905 4.266 0.187  -0.42
C -1.572 4.453 1.397  -0.75
C -1.502 3.495 2.395  -0.71
C -0.778 2.337 2.207  -0.48
C -0.119 2.117 0.992  -0.01
N 0.644 1.040 0.700  0.53
N 1.087 0.161 1.508  -0.89
C 2.053 -0.690 1.161  -0.15
C 2.718 -0.615 -0.112  0.51
O 2.370 0.215 -1.054  -0.99
C 3.850 -1.446 -0.291  -0.39
C 4.228 -2.381 0.630  -0.78
C 3.527 -2.543 1.847  0.85
C 3.867 -3.526 2.795  -0.93
C 3.186 -3.624 3.980  -0.51
C 2.143 -2.738 4.265  -0.72
C 1.780 -1.781 3.351  -0.54
C 2.452 -1.667 2.126  0.77
H 0.070 3.663 -2.981  0.30
H 1.789 3.508 -2.525  0.32
H 0.777 4.746 -1.757  0.36
H -0.964 5.039 -0.566  0.37
H -2.147 5.354 1.551  0.40
H -2.018 3.657 3.330  0.41
H -0.702 1.589 2.978  0.50
H 4.399 -1.327 -1.215  0.44
H 5.078 -3.018 0.434  0.40
H 4.669 -4.218 2.579  0.40
H 3.452 -4.381 4.704  0.39
H 1.611 -2.820 5.201  0.40
H 0.968 -1.102 3.558  0.45
S -3.733 -1.466 -1.179  -0.35
C -3.988 0.252 -1.356  0.71
C -5.181 0.952 -1.350  -0.62
C -5.141 2.323 -1.534  -0.51
C -3.932 2.974 -1.760  -0.80
C -2.744 2.277 -1.784  0.22
C -2.752 0.903 -1.554  -0.54
N -1.673 0.069 -1.540  -0.23
C -2.025 -1.206 -1.395  0.84
C -1.025 -2.212 -1.526  1.01
C -1.260 -3.591 -1.527  -0.76
C -0.222 -4.450 -1.820  -0.75
C 1.044 -3.951 -2.102  -0.64
C 1.297 -2.587 -2.044  -0.23
C 0.273 -1.701 -1.765  -0.44
H -6.121 0.439 -1.218  0.40
H -6.059 2.891 -1.519  0.39
H -3.931 4.040 -1.934  0.41
H -1.814 2.770 -2.005  0.42
H -2.246 -3.972 -1.302  0.40
H -0.397 -5.516 -1.840  0.39
H 1.843 -4.632 -2.358  0.42
H 2.297 -2.230 -2.238  0.55

Calculated values
LUMO (spin up / spin down)   -0.72 / -0.72 eV
Energy above the lowest of the compared OMol25 structures with the same formula, charge and spin   137.37 kJ/mol
Largest force on an atom   3.51 eV Å⁻¹
Frontier orbital gap (spin up / spin down)   6.149 / 6.148 eV
HOMO energy (spin up / spin down)   -0.253 / -0.253 Eh


Record 2
Density functional theory data (wB97M-V/def2-TZVPD) for C26H27N3PSW as an isolated structure.

Last column: Mulliken charge in e.
Cartesian coordinates (Å):
W -0.178 -0.197 0.090  1.37
C -2.785 1.793 0.391  -1.25
N -1.358 1.791 0.007  -0.06
C -1.241 2.559 -1.251  -1.13
C -0.567 2.486 1.074  -1.33
C -0.675 1.669 2.330  -0.43
C -1.170 2.176 3.521  -0.76
C -1.340 1.331 4.608  -0.71
C -1.042 -0.018 4.486  -0.82
C -0.575 -0.525 3.280  -0.35
C -0.379 0.306 2.177  1.35
H -3.127 2.816 0.577  0.35
H -2.943 1.212 1.298  0.42
H -3.385 1.377 -0.418  0.42
H -1.574 3.589 -1.088  0.41
H -1.860 2.102 -2.021  0.34
H -0.212 2.569 -1.593  0.35
H -0.932 3.510 1.206  0.53
H 0.471 2.527 0.740  0.38
H -1.434 3.225 3.605  0.45
H -1.719 1.723 5.543  0.40
H -1.186 -0.683 5.328  0.47
H -0.359 -1.584 3.226  0.17
N 0.267 -3.144 1.295  0.27
P 1.363 -1.947 0.745  -0.09
C 2.585 -2.949 -0.148  1.09
C 3.233 -3.962 0.561  -0.57
C 4.190 -4.737 -0.067  -0.78
C 4.516 -4.494 -1.396  -0.50
C 3.879 -3.482 -2.097  -0.78
C 2.908 -2.707 -1.477  -0.13
C 2.331 -1.402 2.194  0.91
C 3.143 -0.284 1.990  -0.56
C 3.946 0.196 3.011  -0.68
C 3.953 -0.438 4.246  -0.59
C 3.161 -1.555 4.448  -0.68
C 2.354 -2.039 3.428  -0.03
C -1.055 -3.047 0.942  0.35
C -1.937 -4.108 1.152  -1.03
C -3.264 -3.963 0.818  -0.28
C -3.701 -2.758 0.266  -0.92
C -2.780 -1.765 0.069  0.11
N -1.469 -1.883 0.390  0.01
H 0.578 -4.055 1.593  0.34
H 3.008 -4.128 1.609  0.27
H 4.699 -5.518 0.484  0.41
H 5.274 -5.093 -1.882  0.40
H 4.143 -3.289 -3.128  0.42
H 2.406 -1.915 -2.016  0.31
H 3.153 0.208 1.029  0.34
H 4.564 1.069 2.846  0.45
H 4.583 -0.062 5.041  0.42
H 3.171 -2.059 5.406  0.42
H 1.723 -2.901 3.616  0.30
H -1.565 -5.027 1.583  0.45
H -3.956 -4.780 0.970  0.44
H -4.736 -2.601 0.001  0.44
H -3.070 -0.822 -0.376  0.31
S 1.389 0.482 -1.319  -0.42

Calculated values
LUMO (spin up / spin down)   -3.89 / -3.89 eV
Energy above the lowest of the compared OMol25 structures with the same formula, charge and spin   14.47 kJ/mol
Largest force on an atom   2.16 eV Å⁻¹
Frontier orbital gap (spin up / spin down)   6.405 / 6.407 eV
Net charge   +1
HOMO energy (spin up / spin down)   -0.378 / -0.378 Eh